1.
An isolated molecule of C5H9P at a distorted geometry. Source: the Open Molecules 2025 dataset; level of theory: the ωB97M-V functional and the def2-TZVPD basis.

```
15
Properties=species:S:1:pos:R:3:nbo_charge:R:1
C 2.00 -0.48 -0.08 -0.25
C 1.06 0.63 -0.06 -0.20
C 3.32 -0.44 -0.02 -0.35
C -0.27 0.63 0.14 -0.47
C -3.01 0.09 -0.26 -0.91
P -1.40 -0.82 0.00 0.50
H 1.49 -1.42 -0.30 0.21
H 1.46 1.72 0.01 0.20
H 3.82 0.49 0.01 0.19
H 3.97 -1.42 -0.13 0.21
H -0.79 1.64 0.21 0.21
H -2.89 1.19 -0.28 0.23
H -3.60 -0.19 0.62 0.23
H -3.59 -0.38 -1.13 0.24
H -1.57 -1.25 1.29 -0.04
```

Summary:
Molar mass = 100.10 g/mol
SMILES = C=C/C=C\PC
DFT total energy = -14617.41308 eV
Total charge = 0
Highest occupied orbital energy = -8.4 eV



2.
A structure of composition C5HF2OPb at a distorted geometry. Source: the Open Molecules 2025 dataset; level of theory: the ωB97M-V functional and the def2-TZVPD basis.

```
10
Properties=species:S:1:pos:R:3:nbo_charge:R:1
C 0.72 -4.03 1.02 0.49
C -0.37 -4.04 0.27 0.38
F -0.84 -4.68 -0.70 -0.12
O -0.17 -2.51 0.07 -0.42
C -0.24 -1.37 -0.12 0.71
C -0.36 3.46 -0.05 -0.81
C 0.71 4.00 -0.29 0.77
H -1.44 3.53 0.04 0.38
F 1.84 4.45 -0.49 -0.11
Pb 0.16 1.18 0.23 1.74
```

Summary:
Molar mass = 322.26 g/mol
DFT total energy = -17883.16948 eV
Total charge = +3
Highest occupied orbital energy = -23.6 eV



3.
A structure of composition C5HLaO3 at a distorted geometry. Source: the Open Molecules 2025 dataset; level of theory: the ωB97M-V functional and the def2-TZVPD basis.

```
10
Properties=species:S:1:pos:R:3:mulliken_charge:R:1
O 1.06 -1.41 -0.56 -0.57
O -2.52 0.08 0.18 -0.46
C 1.81 -0.40 -0.84 -0.42
O 3.48 1.29 -0.13 -0.39
C 2.30 0.64 -0.01 0.59
C 1.03 1.14 -0.08 0.00
C -0.22 1.43 0.20 0.77
C -1.47 1.39 0.65 -1.33
H 4.07 0.73 -0.66 0.35
La -1.07 -1.28 0.40 1.45
```

Summary:
Molar mass = 247.97 g/mol
DFT total energy = -12193.28637 eV
Total charge = 0
Highest occupied orbital energy (spin up / spin down) = -6.1 / -6.3 eV



4.
A cluster of 17 separate species, C60H106O51 in total at a distorted geometry. Source: the Open Molecules 2025 dataset; level of theory: the ωB97M-V functional and the def2-TZVPD basis.

```
217
Properties=species:S:1:pos:R:3:mulliken_charge:R:1
C 1.03 7.02 2.85 -0.58
C 2.51 6.91 2.37 -0.37
O 2.47 5.56 1.87 -0.07
C 1.38 4.98 2.23 -0.02
O 1.32 3.74 2.07 -0.23
O 0.46 5.77 2.60 -0.23
H 0.42 7.78 2.36 0.35
H 1.04 7.37 3.88 0.30
H 3.23 6.99 3.19 0.32
H 2.67 7.62 1.56 0.28
C -2.41 2.98 5.16 0.76
C -0.90 2.87 5.29 0.48
O -0.73 2.11 6.49 -0.35
C -1.81 2.25 7.24 0.71
O -1.87 1.92 8.43 -0.64
O -2.79 2.68 6.46 -0.36
H -2.68 2.26 4.38 -0.36
H -2.85 3.92 4.86 0.15
H -0.48 3.84 5.55 0.22
H -0.29 2.41 4.52 -0.64
C 3.00 -3.02 -3.99 -1.06
C 3.35 -1.59 -4.24 0.43
C 2.09 -0.69 -4.22 0.52
O 2.33 0.14 -3.16 0.26
C 3.58 0.07 -2.64 -0.12
O 3.96 0.75 -1.71 -0.37
O 4.23 -0.99 -3.18 -0.46
H 2.41 -3.41 -4.82 0.50
H 2.42 -3.16 -3.08 -0.20
H 3.95 -3.54 -3.91 0.52
H 3.79 -1.31 -5.20 0.32
H 1.14 -1.23 -4.13 -0.17
H 1.94 -0.24 -5.20 -0.07
C -2.98 5.59 -3.31 -1.38
C -1.65 4.82 -2.86 0.33
C -1.90 3.57 -1.95 -0.39
O -1.26 2.50 -2.57 1.05
C -0.84 2.89 -3.80 -0.11
O -0.09 2.19 -4.51 -0.45
O -1.08 4.22 -3.95 -0.33
H -3.48 5.87 -2.38 0.29
H -3.67 4.99 -3.89 0.35
H -2.90 6.56 -3.81 0.37
H -0.92 5.46 -2.36 0.20
H -2.97 3.41 -1.91 0.14
H -1.57 3.78 -0.93 0.21
C 1.13 0.58 2.28 -0.68
C -0.01 0.13 1.37 1.94
C -0.34 1.21 0.29 0.94
O -0.52 0.44 -0.84 0.09
C -0.08 -0.79 -0.69 -0.22
O -0.08 -1.65 -1.58 -0.37
O 0.35 -1.00 0.57 0.54
H 1.99 1.04 1.78 0.44
H 1.31 -0.31 2.88 0.45
H 0.64 1.22 3.00 -1.03
H -0.86 -0.02 2.03 -0.73
H 0.51 1.87 0.10 -0.88
H -1.26 1.75 0.50 -0.62
C 0.97 -5.61 6.76 -1.50
C 1.85 -4.78 5.86 0.65
C 2.38 -5.50 4.67 -0.71
O 2.23 -4.64 3.58 -0.38
C 1.24 -3.77 3.91 1.03
O 0.68 -3.01 3.16 -0.58
O 0.98 -3.84 5.19 -0.36
H 0.30 -6.33 6.30 0.30
H 0.36 -4.97 7.40 0.34
H 1.49 -6.13 7.56 0.43
H 2.72 -4.38 6.39 0.25
H 1.96 -6.48 4.47 0.24
H 3.47 -5.58 4.71 0.29
C -4.24 -0.18 -3.74 -1.51
C -3.36 -0.51 -2.51 1.60
C -3.77 0.17 -1.16 0.55
O -4.09 -0.89 -0.34 -0.18
C -3.84 -2.05 -0.98 0.49
O -4.12 -3.16 -0.50 -0.70
O -3.38 -1.86 -2.16 -0.16
H -5.29 -0.39 -3.55 0.52
H -3.94 -0.68 -4.66 0.03
H -4.18 0.90 -3.81 0.34
H -2.33 -0.21 -2.70 -0.60
H -4.70 0.74 -1.14 0.42
H -2.91 0.74 -0.80 -0.56
C 2.58 7.59 -3.18 -0.72
O 1.89 6.38 -2.97 -0.24
C 2.56 5.29 -2.66 0.45
O 3.76 5.19 -2.64 -0.60
O 1.67 4.42 -2.16 0.40
C 2.14 3.17 -1.67 -0.19
H 3.16 7.57 -4.11 0.28
H 3.18 7.74 -2.28 0.30
H 1.80 8.35 -3.22 0.22
H 1.31 2.46 -1.59 -0.57
H 2.41 3.28 -0.62 -0.18
H 2.98 2.79 -2.25 0.74
C 7.50 6.51 4.97 -0.76
O 6.45 5.83 4.32 -0.28
C 6.29 4.47 4.39 0.71
O 7.05 3.80 5.08 -0.60
O 5.08 4.31 3.97 -0.15
C 4.50 3.00 3.65 -0.57
H 7.63 7.50 4.53 0.22
H 8.44 5.96 4.96 0.33
H 7.24 6.59 6.03 0.30
H 3.70 2.73 4.34 0.23
H 5.34 2.32 3.83 0.51
H 4.21 3.00 2.60 0.02
C 2.47 -0.57 -8.52 -0.80
O 1.58 -0.06 -7.56 -0.23
C 0.26 -0.45 -7.51 0.61
O -0.31 -1.26 -8.28 -0.58
O -0.32 0.10 -6.44 -0.18
C -1.69 0.11 -6.17 0.00
H 2.09 -0.34 -9.52 0.35
H 2.62 -1.65 -8.56 0.33
H 3.47 -0.17 -8.38 0.26
H -2.14 1.10 -6.22 0.34
H -1.82 -0.24 -5.15 -0.39
H -2.31 -0.58 -6.75 0.22
C -1.21 -4.81 -3.01 -0.81
O 0.01 -5.45 -2.55 -0.15
C 0.76 -6.17 -3.34 0.76
O 0.48 -6.39 -4.52 -0.66
O 1.84 -6.72 -2.78 -0.38
C 2.15 -6.54 -1.39 -0.36
H -0.97 -4.37 -3.98 0.53
H -1.38 -3.99 -2.32 -0.04
H -2.02 -5.54 -2.98 0.34
H 2.71 -7.45 -1.12 0.40
H 1.35 -6.39 -0.67 0.11
H 2.95 -5.80 -1.28 0.23
C -2.79 -2.57 2.40 0.52
O -3.16 -2.50 3.75 -0.45
C -3.31 -1.27 4.33 0.41
O -2.90 -0.18 3.87 -0.26
O -4.02 -1.38 5.48 -0.45
C -4.39 -0.33 6.33 -0.29
H -2.75 -3.63 2.16 -0.19
H -1.79 -2.14 2.37 -0.19
H -3.51 -2.17 1.68 0.17
H -4.90 -0.76 7.19 0.24
H -5.01 0.38 5.78 0.15
H -3.47 0.15 6.68 0.11
C 5.32 5.40 0.58 -0.07
O 5.89 4.03 0.61 -0.04
C 7.02 3.67 0.00 0.59
O 7.91 4.37 -0.50 -0.65
O 7.12 2.35 -0.09 -0.43
C 6.21 1.50 0.65 0.16
H 4.31 5.30 0.98 -0.38
H 5.15 5.76 -0.43 0.49
H 5.73 6.06 1.34 0.33
H 6.49 0.46 0.46 0.17
H 5.22 1.65 0.22 -0.22
H 6.32 1.71 1.72 0.33
C -7.15 -3.84 -7.40 -0.98
C -6.34 -2.64 -8.11 -0.23
O -4.99 -2.97 -8.39 -0.33
C -3.89 -2.95 -7.57 0.51
O -2.72 -2.91 -7.97 -0.48
O -4.19 -3.04 -6.20 -0.22
C -3.24 -3.37 -5.28 -0.82
H -6.76 -3.93 -6.38 0.19
H -6.93 -4.80 -7.86 0.31
H -8.22 -3.64 -7.39 0.38
H -6.52 -1.67 -7.64 0.29
H -6.93 -2.55 -9.02 0.29
H -2.78 -4.27 -5.69 0.68
H -3.68 -3.81 -4.39 0.50
H -2.57 -2.53 -5.06 0.03
C 3.16 -3.17 0.09 -0.54
C 3.58 -1.85 0.64 0.73
O 3.76 -2.18 1.99 -0.19
C 4.17 -1.27 2.82 0.61
O 4.95 -0.34 2.51 -0.60
O 3.62 -1.52 4.05 -0.10
C 3.96 -0.67 5.10 -0.62
H 2.31 -3.55 0.66 -0.07
H 3.99 -3.85 0.31 0.57
H 3.06 -3.21 -1.00 -0.31
H 2.85 -1.07 0.45 -0.60
H 4.49 -1.45 0.21 0.42
H 5.04 -0.72 5.20 0.38
H 3.61 -1.06 6.06 0.26
H 3.56 0.31 4.87 0.05
C -6.19 0.86 2.56 -1.56
C -5.13 1.61 1.78 1.17
O -5.20 3.00 2.12 -0.26
C -4.31 3.84 1.63 0.49
O -3.33 3.63 0.88 -0.33
O -4.71 5.09 2.15 -0.40
C -3.93 6.27 1.79 -0.41
H -7.16 0.95 2.07 0.34
H -6.21 1.39 3.51 0.41
H -5.95 -0.16 2.87 0.32
H -5.28 1.55 0.70 -0.08
H -4.15 1.18 1.99 -0.32
H -2.94 6.27 2.24 0.19
H -4.59 7.08 2.09 0.27
H -3.64 6.28 0.73 0.13
C -4.39 -9.23 2.56 -1.14
C -3.24 -8.27 3.02 -0.25
O -2.97 -7.25 2.09 -0.28
C -1.77 -6.47 2.10 0.70
O -0.83 -6.60 2.90 -0.59
O -1.75 -5.71 0.97 -0.29
C -0.68 -4.94 0.58 0.94
H -4.84 -9.79 3.38 0.36
H -4.04 -9.90 1.78 0.30
H -5.16 -8.57 2.16 0.30
H -2.31 -8.80 3.21 0.31
H -3.45 -7.80 3.98 0.30
H -0.70 -4.76 -0.50 -0.66
H 0.24 -5.48 0.80 0.15
H -0.56 -3.96 1.04 -0.22
```

Summary:
Molar mass = 1643.46 g/mol
DFT total energy = -168356.63922 eV
Total charge = 0
Highest occupied orbital energy = -9.7 eV



5.
A cluster of 15 separate species, C60H120O15 in total at a distorted geometry. Source: the Open Molecules 2025 dataset; level of theory: the ωB97M-V functional and the def2-TZVPD basis.

```
195
Properties=species:S:1:pos:R:3:mulliken_charge:R:1
C -2.70 -0.32 4.75 -0.26
C -3.93 0.29 5.46 -0.85
C -4.53 1.20 4.41 -0.68
O -3.52 1.46 3.37 -0.11
C -2.74 0.26 3.33 -0.33
H -2.92 -1.37 4.54 0.50
H -1.80 -0.24 5.35 0.01
H -3.64 0.84 6.36 0.16
H -4.49 -0.52 5.91 0.42
H -5.07 2.11 4.70 0.54
H -5.34 0.61 3.99 0.35
H -1.75 0.24 2.89 0.07
H -3.33 -0.32 2.62 0.24
C -2.76 -1.59 -6.13 0.83
C -1.26 -1.90 -5.96 -0.57
C -1.26 -3.38 -5.70 0.12
O -2.43 -3.89 -6.37 -0.49
C -3.47 -2.86 -6.31 -0.65
H -2.84 -0.92 -6.98 0.48
H -3.21 -1.11 -5.26 -0.93
H -0.85 -1.30 -5.14 0.24
H -0.74 -1.69 -6.89 0.36
H -1.28 -3.50 -4.61 -0.34
H -0.30 -3.82 -5.93 0.41
H -4.21 -3.06 -5.54 0.23
H -3.98 -2.95 -7.27 0.31
C 4.84 -1.93 1.28 0.91
C 5.72 -2.06 2.58 -0.75
C 5.86 -3.59 2.82 -0.38
O 5.89 -4.05 1.47 -0.49
C 4.88 -3.36 0.66 0.43
H 5.27 -1.30 0.50 -0.40
H 3.87 -1.58 1.64 -0.18
H 5.30 -1.46 3.38 0.44
H 6.61 -1.45 2.45 0.36
H 5.12 -4.07 3.46 0.05
H 6.81 -3.85 3.29 0.35
H 3.90 -3.82 0.79 -0.74
H 5.09 -3.45 -0.41 0.34
C -3.45 -3.46 -1.14 -0.65
C -2.60 -3.94 0.00 -0.65
C -1.16 -3.96 -0.53 0.44
O -1.20 -3.20 -1.72 -0.15
C -2.46 -2.55 -1.79 0.72
H -4.30 -2.83 -0.90 0.26
H -3.57 -4.35 -1.75 0.36
H -2.96 -4.94 0.19 0.53
H -2.72 -3.22 0.81 0.06
H -0.86 -4.96 -0.84 0.38
H -0.47 -3.51 0.19 -0.52
H -2.78 -2.35 -2.82 -0.46
H -2.45 -1.53 -1.42 -0.24
C 0.44 1.38 -1.06 -0.33
C 1.20 0.14 -1.22 -0.65
C 0.81 -0.73 -0.08 0.81
O 0.49 0.16 0.98 -0.13
C 0.36 1.49 0.47 -0.01
H -0.51 1.24 -1.58 -0.14
H 0.84 2.29 -1.50 0.59
H 2.26 0.39 -1.26 -0.02
H 0.96 -0.48 -2.09 0.48
H 1.55 -1.53 0.04 0.26
H -0.07 -1.35 -0.24 -0.95
H 1.27 2.02 0.76 0.25
H -0.47 2.06 0.90 -0.39
C 3.38 -5.64 -3.14 0.10
C 3.48 -6.70 -4.19 -0.81
C 2.21 -6.70 -5.06 -0.41
O 1.55 -5.54 -4.58 -0.33
C 2.40 -4.69 -3.85 -0.48
H 4.31 -5.07 -3.11 -0.03
H 3.05 -5.93 -2.15 0.25
H 3.59 -7.67 -3.69 0.35
H 4.38 -6.47 -4.75 0.28
H 1.53 -7.53 -4.94 0.31
H 2.58 -6.64 -6.09 0.25
H 1.89 -3.97 -3.21 0.29
H 2.92 -4.04 -4.56 0.25
C -1.38 4.16 -0.49 0.45
C -2.00 4.24 0.89 -0.05
C -2.50 5.64 1.14 -0.29
O -2.34 6.24 -0.12 -0.53
C -2.14 5.28 -1.20 -0.48
H -1.46 3.17 -0.93 -0.39
H -0.29 4.28 -0.42 0.26
H -1.28 3.98 1.67 0.28
H -2.87 3.59 1.01 -0.07
H -2.04 6.26 1.92 0.32
H -3.55 5.57 1.41 0.01
H -1.41 5.60 -1.94 0.32
H -3.06 5.02 -1.72 0.27
C -6.15 3.74 1.31 0.23
C -6.05 4.73 0.07 -0.14
C -7.38 4.51 -0.58 -0.64
O -7.65 3.09 -0.35 -0.51
C -7.23 2.80 0.98 -0.50
H -6.38 4.19 2.27 0.33
H -5.25 3.13 1.35 -0.37
H -5.28 4.39 -0.62 -0.20
H -5.96 5.75 0.44 0.47
H -7.49 4.80 -1.62 0.39
H -8.15 5.05 -0.03 0.32
H -6.85 1.78 1.00 0.21
H -7.98 2.96 1.74 0.41
C -3.29 3.28 -5.64 -0.05
C -1.86 3.13 -5.33 0.38
C -1.19 4.23 -6.07 -0.57
O -2.18 4.84 -6.97 -0.42
C -3.42 4.63 -6.38 -0.57
H -3.94 3.28 -4.77 0.01
H -3.74 2.58 -6.35 0.19
H -1.48 2.15 -5.58 0.03
H -1.62 3.23 -4.27 -0.23
H -0.33 4.07 -6.71 0.32
H -0.74 4.98 -5.41 0.28
H -4.16 4.54 -7.17 0.38
H -3.68 5.35 -5.60 0.25
C 0.47 -3.42 2.84 0.37
C 1.29 -4.60 2.42 -0.05
C 2.12 -4.82 3.65 -0.42
O 1.83 -3.78 4.56 -0.45
C 1.42 -2.74 3.81 0.65
H -0.45 -3.73 3.34 0.16
H 0.16 -2.83 1.98 -0.42
H 1.93 -4.45 1.55 -0.42
H 0.71 -5.47 2.13 0.49
H 3.13 -5.03 3.31 0.08
H 1.77 -5.75 4.10 0.35
H 2.19 -2.21 3.26 -0.58
H 0.93 -2.07 4.51 0.24
C 5.39 1.49 1.39 0.51
C 6.75 1.97 0.86 -0.82
C 6.81 1.16 -0.44 -0.20
O 5.47 1.20 -0.97 -0.48
C 4.59 1.48 0.13 0.08
H 4.88 2.17 2.08 0.40
H 5.39 0.45 1.74 -0.58
H 7.61 1.75 1.49 0.38
H 6.82 3.05 0.68 0.28
H 7.08 0.13 -0.21 0.01
H 7.47 1.47 -1.26 0.42
H 3.81 0.73 0.25 -0.43
H 4.22 2.50 -0.01 0.52
C 2.44 2.46 5.55 -0.24
C 2.80 2.70 7.01 -0.58
C 3.19 1.28 7.41 -0.53
O 2.27 0.52 6.76 -0.48
C 1.68 1.10 5.60 0.73
H 3.36 2.37 4.98 0.15
H 1.76 3.26 5.24 0.25
H 1.98 3.00 7.66 0.18
H 3.61 3.43 6.97 0.41
H 3.21 1.17 8.49 0.34
H 4.21 1.24 7.02 0.28
H 0.60 1.24 5.66 -0.38
H 2.02 0.46 4.79 -0.05
C -6.57 -0.10 -3.04 -1.13
C -5.95 1.13 -2.38 0.15
C -4.58 0.64 -2.01 -0.38
O -4.21 -0.31 -3.06 -0.04
C -5.36 -0.74 -3.82 -0.37
H -7.40 0.19 -3.68 0.47
H -7.16 -0.69 -2.33 0.34
H -6.46 1.48 -1.49 -0.05
H -5.85 2.00 -3.02 0.21
H -4.56 0.09 -1.06 0.19
H -3.92 1.51 -2.03 0.08
H -5.47 -1.82 -3.93 0.17
H -5.31 -0.30 -4.82 0.33
C -2.94 3.96 6.32 -0.29
C -1.68 3.32 5.86 0.88
C -0.66 4.20 6.64 -0.29
O -1.29 5.10 7.59 -0.51
C -2.62 4.65 7.68 -0.73
H -3.68 3.19 6.54 0.15
H -3.37 4.60 5.55 0.25
H -1.53 3.46 4.79 -0.34
H -1.63 2.24 6.02 -0.31
H -0.02 4.73 5.94 0.34
H -0.12 3.50 7.28 0.04
H -3.33 5.45 7.89 0.38
H -2.64 3.95 8.52 0.30
C 8.74 -1.79 -2.91 -0.56
C 8.95 -2.59 -4.18 -0.52
C 7.83 -3.72 -4.24 -0.51
O 6.86 -3.25 -3.26 -0.34
C 7.41 -2.37 -2.25 -0.20
H 8.62 -0.73 -3.10 0.21
H 9.62 -1.82 -2.26 0.38
H 9.87 -3.17 -4.28 0.29
H 8.92 -1.82 -4.95 0.26
H 8.16 -4.66 -3.78 0.31
H 7.55 -4.03 -5.25 0.32
H 7.73 -3.00 -1.42 0.17
H 6.70 -1.61 -1.93 0.19
```

Summary:
Molar mass = 1081.61 g/mol
DFT total energy = -94865.48832 eV
Total charge = 0
Highest occupied orbital energy = -9.2 eV